{
  "formula": "C3H4O3Pb",
  "method": "ωB97M-V with the def2-TZVPD basis set",
  "elements": ["Pb", "O", "O", "O", "C", "C", "C", "H", "H", "H", "H"],
  "coordinates": [[3.22873, -1.88256, -1.36387], [1.86404, -0.26605, -0.97540], [0.14431, 0.96462, -0.44170], [1.55355, 0.17406, 1.16500], [1.23058, 0.28699, -0.08733], [-1.10214, 0.34943, -0.59983], [-1.88081, 0.11333, 0.44866], [-1.38312, 0.21810, -1.64604], [-1.48785, -0.01648, 1.45730], [-2.93584, -0.09764, 0.27785], [0.76855, 0.15620, 1.76535]],
  "forces_ev_per_angstrom": [[1.108, -1.198, -0.322], [0.100, 1.043, 0.293], [1.129, 0.259, 0.926], [-0.255, -0.379, 0.724], [-1.833, -0.459, -1.031], [-1.208, -0.016, 0.152], [0.205, -0.627, -0.572], [0.006, 0.405, 0.357], [-0.290, 0.762, -0.069], [0.381, -0.392, 0.069], [0.657, 0.603, -0.527]],
  "charge": 1,
  "fmax_ha_per_bohr": 0.04185,
  "s_squared": 0.75,
  "e_above_lowest_kj_mol": 0.0,
  "multiplicity": 2
}

***

{
  "formula": "C12H41N10O7",
  "method": "ωB97M-V with the def2-TZVPD basis set",
  "elements": ["O", "O", "O", "O", "O", "O", "O", "N", "N", "N", "N", "N", "N", "N", "N", "N", "N", "C", "C", "C", "C", "C", "C", "C", "C", "C", "C", "C", "C", "H", "H", "H", "H", "H", "H", "H", "H", "H", "H", "H", "H", "H", "H", "H", "H", "H", "H", "H", "H", "H", "H", "H", "H", "H", "H", "H", "H", "H", "H", "H", "H", "H", "H", "H", "H", "H", "H", "H", "H", "H"],
  "coordinates": [[-0.46490, 23.99592, 21.12487], [-5.71325, 17.83259, 16.42412], [-3.97698, 22.07263, 21.45425], [-4.57085, 19.04615, 22.78364], [-1.95542, 19.06544, 17.87468], [-3.71445, 19.60662, 20.29829], [-0.91782, 18.86791, 21.52353], [-1.32836, 21.13380, 17.20094], [-5.90296, 18.64545, 19.02951], [-0.52595, 16.71816, 22.05482], [-1.13389, 18.22122, 23.68968], [-4.69071, 17.87084, 24.70758], [-1.17132, 21.87486, 21.42115], [1.07566, 22.29516, 21.21534], [-4.29176, 21.62146, 18.41863], [-0.04876, 19.97915, 18.72075], [-6.48685, 17.89819, 23.28165], [-0.19315, 22.80928, 21.29819], [-4.43179, 24.00664, 18.26703], [-4.51699, 17.43874, 15.80734], [-6.21750, 16.88241, 17.33397], [-5.22717, 18.30406, 23.52486], [-4.45291, 22.23066, 22.79890], [-5.74646, 17.19760, 18.76130], [-0.84143, 17.98747, 22.40453], [-3.97615, 22.86084, 19.15810], [-6.47447, 16.41072, 19.84643], [-4.65487, 22.92372, 20.55797], [-1.16140, 20.00667, 17.94842], [-3.56919, 21.54769, 17.72119], [-1.20886, 17.44183, 24.31594], [-5.94087, 15.86824, 17.02658], [1.29756, 21.33041, 21.38482], [-4.45649, 18.96042, 20.10455], [-1.42399, 19.15274, 23.92495], [0.62470, 20.71641, 18.66618], [-3.80116, 18.23322, 24.98365], [-0.22850, 16.12256, 22.81074], [-7.31412, 16.85946, 17.31482], [-0.90089, 20.92124, 21.22833], [1.88033, 22.84746, 20.98329], [-5.62238, 19.05811, 18.13055], [-4.59836, 23.93514, 20.96215], [-6.91465, 18.76386, 18.90776], [-3.79323, 20.39834, 19.66301], [-4.12038, 23.90775, 17.22863], [-0.68847, 21.90284, 17.16025], [-6.88914, 18.25194, 22.42984], [-5.20864, 17.25305, 25.30318], [-0.03208, 19.17625, 19.33180], [-5.99223, 16.76588, 20.75962], [-3.68082, 17.32288, 16.51295], [-4.09779, 25.00668, 18.57407], [-6.97261, 17.18022, 23.78201], [-7.53388, 16.66470, 19.93807], [-4.70196, 16.86795, 18.79676], [-3.99936, 21.43491, 23.38409], [-2.08295, 22.25873, 21.64815], [-4.22046, 23.22599, 23.17506], [-4.56693, 16.49016, 15.26557], [-5.51822, 24.16395, 18.26858], [-6.38792, 15.33651, 19.69710], [-5.25554, 21.57563, 18.12309], [-4.11641, 18.21156, 15.15190], [-2.13440, 21.07320, 16.60501], [-3.68238, 19.92126, 21.22785], [-0.40300, 16.39054, 21.11887], [-5.52507, 22.02478, 22.83188], [-2.88351, 22.89948, 19.18629], [-5.67443, 22.66241, 20.24547]],
  "forces_ev_per_angstrom": [[0.553, -0.330, 0.559], [-0.465, 0.108, -0.279], [-0.846, -0.212, 0.347], [-0.649, -0.249, 0.059], [0.130, 0.664, 0.215], [0.666, 0.014, -0.080], [0.151, -0.408, 0.896], [-0.756, -0.035, -0.069], [-0.202, -0.597, -1.110], [0.199, -0.709, 1.621], [0.194, -0.203, 0.462], [-0.481, -0.157, -0.498], [0.799, 0.338, 0.417], [0.704, -0.319, -0.068], [0.865, -0.705, 2.257], [-0.799, -0.463, -0.235], [-0.330, 0.360, -0.877], [-0.417, 0.758, -1.245], [-0.498, 1.680, 0.372], [1.731, -0.234, 0.174], [-0.301, -0.524, 0.320], [1.305, 0.279, 0.832], [-0.242, -0.621, -0.341], [-0.238, -0.913, -0.484], [-0.369, 1.032, -3.005], [-0.076, 0.785, -0.676], [0.256, 0.619, -0.101], [1.203, 0.245, -1.944], [0.225, -0.728, -0.233], [-0.617, -0.321, -0.500], [-0.112, 0.258, 0.326], [0.255, 0.006, 0.131], [-0.396, -0.069, 0.201], [-0.320, 0.763, 0.073], [0.033, -0.048, 0.172], [0.261, -0.094, 0.435], [0.088, -0.053, 0.034], [-0.016, -0.346, -0.353], [-0.008, 0.520, -0.192], [-0.868, -0.264, 0.441], [-0.335, 0.524, 0.055], [0.510, 0.200, 0.332], [-0.261, 0.163, -0.225], [0.036, 0.273, 0.791], [-0.419, -0.132, -0.397], [0.083, -0.313, 0.032], [0.004, 0.074, -0.046], [-0.101, -0.177, 0.040], [0.143, 0.076, 0.253], [0.532, 0.320, 0.279], [-0.100, -0.629, 0.292], [-0.300, -0.070, 0.342], [0.401, -0.308, 0.219], [0.045, -0.022, 0.173], [-0.034, 0.041, -0.280], [0.162, 0.607, 0.198], [0.271, 0.224, 0.099], [0.182, -0.775, -0.460], [0.002, 0.016, 0.072], [-0.480, 0.090, -0.124], [-0.075, -0.562, -0.062], [0.132, -0.006, 0.217], [0.133, 0.085, -0.524], [-0.681, 0.140, -0.203], [0.396, 0.267, -0.473], [-0.414, -0.352, -0.145], [0.071, 0.440, -0.243], [-0.095, 0.287, 0.015], [-0.055, -0.043, 0.564], [-0.361, -0.266, 1.157]],
  "charge": 1,
  "fmax_ha_per_bohr": 0.06221,
  "e_above_lowest_kj_mol": 15.2
}

***

{
  "formula": "C11H13NO4",
  "method": "ωB97M-V with the def2-TZVPD basis set",
  "elements": ["O", "O", "O", "O", "N", "C", "C", "C", "C", "C", "C", "C", "C", "C", "C", "C", "H", "H", "H", "H", "H", "H", "H", "H", "H", "H", "H", "H", "H"],
  "coordinates": [[2.82389, -1.50062, -0.02535], [-3.49529, -1.00293, 0.01765], [2.43432, 0.69746, 0.01295], [-1.64754, 2.81990, -0.03302], [-1.44068, -1.89944, 0.01340], [-2.29976, -0.79032, 0.00914], [-0.22517, 0.47963, -0.01204], [4.07426, 2.42888, 0.02104], [2.04161, -0.57654, -0.01008], [0.56466, -0.69314, -0.00973], [-1.59357, 0.47332, -0.00480], [0.54332, -3.25338, -0.00517], [-0.09535, -1.90930, 0.00351], [3.84306, 0.93002, 0.01654], [-3.78626, 1.77836, 0.01449], [-2.28894, 1.79125, -0.01014], [1.60232, -3.17517, 0.21756], [-4.13850, 1.24967, 0.89732], [0.43512, -3.69983, -0.99407], [-4.16619, 1.23754, -0.84934], [3.63191, 2.87871, -0.86358], [4.27741, 0.45379, 0.90304], [-4.16001, 2.79911, 0.01309], [4.28157, 0.45768, -0.86991], [-1.92949, -2.79008, 0.02203], [0.26882, 1.44089, -0.02067], [3.61833, 2.87487, 0.90070], [5.14071, 2.63363, 0.02966], [0.05790, -3.90817, 0.71683]],
  "forces_ev_per_angstrom": [[0.065, 0.135, -0.024], [-0.301, -0.071, 0.002], [-0.268, 0.277, 0.001], [0.012, 0.017, 0.000], [0.039, -0.343, -0.004], [0.187, 0.058, -0.009], [-0.406, -0.089, -0.003], [-0.271, -0.379, -0.001], [0.036, -0.439, 0.009], [-0.129, -0.098, 0.012], [0.530, -0.013, -0.006], [0.176, -0.141, 0.053], [0.356, 0.396, 0.009], [0.605, 0.000, -0.004], [-0.105, 0.381, -0.005], [-0.222, 0.017, 0.004], [-0.116, -0.060, -0.015], [-0.063, -0.084, -0.003], [-0.015, -0.032, -0.068], [-0.063, -0.082, 0.007], [-0.001, 0.094, -0.081], [-0.064, 0.039, -0.169], [0.068, 0.047, -0.001], [-0.062, 0.041, 0.170], [0.048, 0.201, 0.007], [-0.061, 0.039, 0.001], [0.000, 0.095, 0.082], [0.104, 0.033, 0.000], [-0.081, -0.038, 0.033]],
  "smiles": "CCOC(=O)c1cc(C(C)=O)c(=O)[nH]c1C",
  "fmax_ha_per_bohr": 0.01177,
  "e_above_lowest_kj_mol": 18.8
}